64
Properties=species:S:1:pos:R:3:forces:R:3 method="wB97M-V/def2-TZVPD" total_charge=+2 spin_multiplicity=5 fmax_ev_per_a=4.3 gap_ha="0.227 / 0.256" total_energy_ha=-3118.0953 homo_energy_ev="-14.96 / -14.96"
Mn 0.36084 -0.38558 -0.76700 0.25 0.55 1.24
P 2.40464 -1.40628 -0.50190 3.51 -2.01 -0.38
C 2.70934 -1.87088 -2.31020 -1.30 -0.60 0.66
C 1.41014 -2.17368 -3.04580 0.69 -0.15 0.13
N 0.27974 -1.61408 -2.53750 0.07 0.07 0.02
C -0.89846 -1.83348 -3.17810 -0.70 0.17 -0.05
C -0.98656 -2.61168 -4.33570 0.78 0.24 0.47
C 0.18284 -3.17438 -4.85440 0.03 0.34 0.50
C 1.40034 -2.95378 -4.20510 -0.73 0.37 0.43
C -2.13936 -1.22468 -2.53860 0.88 0.12 0.14
P -1.71626 0.27732 -1.46760 -3.95 0.57 -1.61
H 2.31604 -3.37378 -4.59460 0.06 0.03 0.08
H -1.93696 -2.77848 -4.82050 -0.07 0.07 0.07
H 0.14634 -3.77618 -5.75070 -0.01 -0.03 -0.05
H -2.87026 -0.94368 -3.29690 -0.01 0.06 0.05
H -2.59816 -1.98448 -1.90590 -0.10 0.01 0.17
H 3.17274 -1.04548 -2.79130 0.57 0.95 -0.41
H 3.39914 -2.71258 -2.36540 0.00 -0.02 0.07
H 2.12594 3.43102 -3.16390 2.46 -0.05 -2.00
O 2.96594 3.30302 -3.76200 -2.71 0.44 0.50
H 2.72014 3.63812 -4.66850 0.21 -0.39 1.54
H -1.18946 4.48052 -1.11170 0.72 2.09 -0.81
O -0.80436 5.28412 -1.59140 -1.45 -0.60 1.52
H -1.25276 6.08402 -1.18430 0.74 -1.50 -0.65
C -1.93756 1.66882 -2.71710 0.72 -0.46 0.58
H -2.92046 1.61362 -3.18490 -0.05 -0.23 0.21
H -1.84196 2.63572 -2.22300 0.05 -0.06 -0.03
H -1.17786 1.59532 -3.49610 0.03 0.04 0.04
C -3.27786 0.44232 -0.42920 0.86 -0.20 -0.05
H -3.23586 1.35552 0.16520 0.10 -0.06 -0.04
H -4.16036 0.48172 -1.06770 0.21 0.06 -0.32
H -3.37356 -0.40948 0.24430 0.18 0.11 -0.02
C 2.47274 -3.08918 0.33610 -0.57 0.80 -0.19
H 3.39494 -3.60888 0.07670 0.07 0.25 -0.14
H 2.43204 -2.96918 1.41890 -0.04 0.06 -0.03
H 1.62634 -3.69808 0.01800 -0.03 0.01 0.02
C 4.05964 -0.63608 -0.04600 -0.89 0.11 -0.13
H 4.08644 -0.40508 1.01880 -0.09 0.00 -0.06
H 4.87584 -1.32008 -0.27860 -0.25 -0.31 -0.06
H 4.20924 0.28502 -0.61050 -0.18 -0.03 0.10
C -1.61306 -1.36348 4.54800 -0.34 -0.23 0.04
C -0.29916 -0.58728 4.36530 0.07 -0.47 0.19
C -0.31406 0.69252 3.44600 0.44 0.00 -0.27
C -1.36266 1.77402 3.87090 -0.22 0.69 -0.07
C -2.82986 1.56892 3.49830 -0.41 0.09 -0.09
C 1.02924 1.39662 3.62290 -0.06 0.56 3.77
O 1.37984 1.74872 4.74270 -0.32 -0.49 -1.37
N 1.82474 1.69902 2.56670 0.26 0.11 -0.62
C 1.52984 1.32242 1.29720 1.72 0.74 -0.56
O 2.29954 1.60462 0.39700 0.12 -0.04 -1.02
N 0.43634 0.57232 1.02270 -0.36 -0.55 -0.75
C -0.47236 0.25302 1.98050 -1.05 -0.58 1.34
O -1.40496 -0.46298 1.67180 -0.27 -0.48 -0.81
H -2.33886 -0.76928 5.13320 0.28 -0.31 -0.40
H -1.41906 -2.27608 5.14910 0.03 0.55 -0.33
H -2.06446 -1.69188 3.59250 0.18 0.30 0.57
H 0.02304 -0.31198 5.39320 0.11 0.23 -0.88
H 0.45944 -1.29448 3.95980 -0.25 0.46 0.23
H -1.27956 1.94992 4.96740 0.25 -0.25 -0.78
H -1.08756 2.72762 3.36320 0.14 -0.46 0.50
H -3.29376 0.68232 3.95040 0.20 0.28 -0.26
H -3.40196 2.45612 3.84530 0.36 -0.53 -0.22
H -2.93636 1.51412 2.40110 -0.12 -0.06 0.46
H 2.70254 2.21822 2.73890 -0.83 -0.37 -0.18

***

12
Properties=species:S:1:pos:R:3:forces:R:3 method="wB97M-V/def2-TZVPD" total_charge=+1 de_lowest_kj_mol=465.2 fmax_ev_per_a=3.4 gap_ha="0.197 / 0.212" total_energy_ha=-568.2458 homo_energy_ev="-12.07 / -12.36"
C -1.57592 0.50066 1.36797 2.78 -1.55 -1.27
C -0.57200 -0.17004 1.02767 -2.41 1.01 0.24
C 1.93237 0.21518 -0.49410 -1.91 0.13 0.48
N 0.15252 -1.16626 0.58143 -0.15 0.51 1.03
N 1.26468 -0.97082 0.06019 0.60 -0.89 -1.59
P -4.15283 0.39057 -0.52892 0.02 0.05 0.38
H -1.97634 1.46291 1.48955 -0.78 0.66 0.54
H 2.82366 0.31426 0.01766 2.00 0.30 1.21
H 2.18419 0.00397 -1.51459 -0.28 0.03 -0.66
H 1.32729 1.09924 -0.31701 -0.09 0.00 -0.33
H 1.69295 -1.83615 -0.26055 0.01 -0.18 0.27
H -3.10059 0.15649 -1.42931 0.22 -0.07 -0.30

***

95
Properties=species:S:1:pos:R:3:forces:R:3 method="wB97M-V/def2-TZVPD" total_charge=-1 de_lowest_kj_mol=66.1 fmax_ev_per_a=1.4 gap_ha=0.248 total_energy_ha=-3039.8337 homo_energy_ev=-4.37
Au 0.96897 -0.44558 0.55533 0.55 -0.73 0.16
C -3.26525 -7.20878 1.03578 -0.17 -0.10 -0.08
O -2.23655 -6.41656 1.56856 0.19 0.34 0.30
C -2.57001 -5.51187 2.54796 0.00 -0.04 -0.01
C -3.81343 -5.44064 3.16380 0.05 -0.28 -0.42
C -4.05413 -4.47052 4.11552 0.24 0.55 0.22
C -3.08494 -3.52871 4.46655 0.35 -0.81 -1.02
C -1.81737 -3.64470 3.87445 -0.15 -0.01 0.23
C -1.56949 -4.62143 2.93936 -0.03 -0.21 -0.22
N -3.40626 -2.65684 5.49310 -0.68 0.31 1.19
N -3.03682 -1.46840 5.61826 -0.50 -0.15 0.80
C -2.39284 -0.72147 4.67785 0.73 0.72 -0.75
C -1.50458 0.23509 5.19009 -0.39 -0.65 -0.13
C -0.52970 0.81516 4.41434 0.33 0.32 -0.20
C -0.36799 0.48933 3.04785 0.31 0.06 0.50
O 0.65596 0.82440 2.38010 -0.23 0.14 0.03
C -1.46374 -0.26225 2.45462 -0.54 -0.25 0.23
N -1.46325 -0.36066 1.11884 -0.35 0.05 -0.22
C -2.45282 -0.97765 0.51711 0.11 0.12 -0.20
C -3.55310 -1.49342 1.20574 -0.12 -0.06 0.36
C -3.56975 -1.42105 2.57807 -0.03 0.00 -0.36
C -2.48070 -0.83975 3.25263 0.14 0.23 0.08
H -2.82986 -7.73326 0.18488 -0.08 0.01 0.08
H -4.10349 -6.59101 0.69300 0.04 -0.06 -0.01
H -3.63805 -7.94234 1.76235 0.04 0.07 -0.05
H -4.60590 -6.12865 2.91059 -0.02 -0.07 -0.05
H -5.02086 -4.40420 4.59074 -0.10 -0.03 0.12
H -1.02376 -2.96576 4.15326 0.02 0.06 0.00
H -0.60157 -4.69490 2.46944 0.16 -0.03 -0.04
H -1.53495 0.41055 6.25786 0.00 -0.01 0.05
H 0.20460 1.46635 4.86579 0.09 0.05 0.02
H -2.39052 -1.03193 -0.56301 -0.02 -0.06 -0.10
H -4.37611 -1.93169 0.65930 -0.04 -0.03 -0.02
H -4.42210 -1.78441 3.13661 0.05 -0.03 0.00
C 0.84284 3.01696 -2.28853 -0.32 -0.01 0.49
P 0.95706 1.39682 -1.26777 0.20 0.41 -0.84
C -0.24903 0.46927 -2.27376 0.01 -0.10 -0.01
C 0.01680 -0.78967 -2.80071 0.06 -0.03 0.01
C -0.96129 -1.47127 -3.50435 -0.03 -0.13 -0.02
C -2.21545 -0.90754 -3.68016 -0.04 -0.11 -0.08
C -2.49571 0.33471 -3.13579 -0.19 -0.02 -0.06
C -1.52075 1.01389 -2.42932 0.07 0.07 0.06
C 2.57463 0.91562 -1.97070 -0.02 -0.03 -0.06
C 3.64739 0.80278 -1.09334 -0.14 0.05 -0.01
C 4.91947 0.53569 -1.57016 0.19 0.02 0.03
C 5.13464 0.39254 -2.93112 0.08 -0.07 0.06
C 4.06947 0.50472 -3.80934 0.00 -0.01 -0.22
C 2.79602 0.76839 -3.33683 0.07 -0.03 0.02
P -0.19297 4.16505 -1.26420 0.38 0.10 -0.15
C 0.98743 4.27754 0.12971 -0.32 0.15 -0.04
C 0.60562 3.71978 1.34300 -0.04 0.19 -0.12
C 1.49344 3.68112 2.40224 0.12 0.03 0.18
C 2.76984 4.19182 2.25197 -0.04 -0.02 0.11
C 3.15590 4.74854 1.04306 0.22 0.09 -0.11
C 2.27103 4.79199 -0.01614 0.02 0.01 0.00
C 0.10064 5.73706 -2.17306 -0.29 -0.09 0.16
C 0.40743 6.93620 -1.53471 0.02 -0.12 0.04
C 0.48097 8.11565 -2.25445 -0.02 0.14 -0.03
C 0.22514 8.12131 -3.61602 0.03 0.11 -0.04
C -0.09946 6.93820 -4.25830 -0.04 0.05 -0.14
C -0.16856 5.75976 -3.54070 0.07 -0.11 0.09
H 0.38151 2.84757 -3.26307 0.06 -0.14 0.05
H 1.84405 3.43573 -2.42589 -0.09 -0.08 0.07
H 0.98522 -1.24530 -2.64060 -0.01 -0.01 -0.02
H -0.74763 -2.45563 -3.90118 0.02 -0.01 -0.02
H -2.97616 -1.44178 -4.23165 -0.06 -0.05 -0.03
H -3.48387 0.76129 -3.25401 0.00 0.06 0.02
H -1.74359 1.96830 -1.97021 -0.11 0.06 -0.03
H 3.45942 0.91665 -0.03307 0.06 -0.04 0.07
H 5.74316 0.42996 -0.87721 0.04 0.03 0.04
H 6.12648 0.18340 -3.30971 0.04 -0.01 0.01
H 4.23560 0.38868 -4.87192 0.00 -0.02 -0.07
H 1.97539 0.85320 -4.03835 -0.06 0.02 0.02
H -0.38273 3.29669 1.44762 -0.08 -0.07 0.03
H 1.19451 3.23028 3.33357 -0.03 -0.09 0.08
H 3.47028 4.14825 3.07361 0.05 0.00 0.07
H 4.15499 5.14395 0.92015 0.08 0.02 0.01
H 2.57453 5.22762 -0.95960 0.05 0.00 -0.04
H 0.59588 6.94278 -0.46948 0.02 0.01 0.04
H 0.73138 9.03941 -1.75059 0.01 0.04 0.04
H 0.26982 9.04581 -4.17347 0.03 0.07 -0.04
H -0.30900 6.93404 -5.31988 0.00 0.01 -0.04
H -0.44051 4.84097 -4.04323 -0.01 -0.03 -0.07
N 2.90660 -7.38963 -1.24551 0.02 -0.14 -0.02
C 2.58884 -6.30649 -1.02182 0.24 -0.85 -0.22
C 2.21628 -4.97578 -0.75697 -0.26 1.01 0.18
C 3.08920 -3.92727 -1.05879 -0.04 -0.19 0.02
C 2.73667 -2.62662 -0.75420 0.13 0.27 -0.08
C 1.51614 -2.29249 -0.15574 0.05 0.26 0.10
C 0.64936 -3.36667 0.09264 -0.21 0.09 0.05
C 0.97753 -4.67881 -0.18329 0.14 -0.14 -0.08
H 4.04617 -4.14790 -1.51630 0.01 0.00 0.01
H 3.44305 -1.83840 -0.98710 0.03 -0.02 0.00
H -0.32006 -3.17098 0.53302 -0.09 0.01 0.06
H 0.28940 -5.48022 0.05501 -0.04 -0.03 0.00